No. 1
{
  "formula": "C33H36N2O2S",
  "method": "ωB97M-V with the def2-TZVPD basis set",
  "species": ["C", "C", "N", "C", "C", "C", "C", "C", "C", "C", "C", "C", "C", "C", "C", "C", "C", "C", "N", "C", "C", "C", "C", "C", "C", "C", "C", "C", "C", "H", "H", "H", "H", "H", "H", "H", "H", "H", "H", "H", "H", "H", "H", "H", "H", "H", "H", "H", "H", "H", "H", "H", "H", "H", "H", "H", "H", "H", "H", "H", "C", "C", "C", "C", "S", "O", "O", "C", "C", "H", "H", "H", "H", "H"],
  "xyz": [[4.760, -3.320, 3.398], [5.991, -2.647, 3.980], [5.944, -1.201, 3.857], [7.253, -0.569, 3.806], [7.239, 0.852, 4.341], [6.093, 1.653, 3.726], [4.784, 0.928, 3.774], [4.774, -0.498, 3.825], [3.517, -1.167, 3.872], [2.338, -0.440, 3.892], [2.327, 0.981, 3.830], [1.113, 1.729, 3.897], [-0.151, 1.172, 3.742], [-1.345, 1.682, 4.258], [-2.526, 0.872, 4.433], [-2.752, -0.268, 3.622], [-3.881, -1.059, 3.754], [-4.865, -0.749, 4.731], [-6.012, -1.485, 4.822], [-6.295, -2.618, 3.960], [-5.550, -2.556, 2.638], [-4.074, -2.239, 2.859], [-7.086, -1.153, 5.742], [-6.577, -0.472, 7.000], [-5.640, 0.690, 6.658], [-4.647, 0.376, 5.580], [-3.517, 1.157, 5.410], [3.594, 1.627, 3.778], [3.477, -2.663, 3.903], [4.797, -3.263, 2.305], [4.770, -4.380, 3.669], [6.088, -2.923, 5.046], [6.906, -3.005, 3.485], [7.960, -1.194, 4.372], [7.613, -0.562, 2.761], [7.135, 0.832, 5.432], [8.196, 1.331, 4.115], [5.993, 2.611, 4.246], [6.339, 1.887, 2.677], [1.388, -0.968, 3.974], [1.187, 2.801, 4.086], [-0.210, 0.267, 3.136], [-1.328, 2.650, 4.754], [-2.030, -0.520, 2.850], [-6.028, -3.551, 4.488], [-7.382, -2.660, 3.791], [-5.657, -3.512, 2.116], [-5.997, -1.783, 2.003], [-3.590, -2.036, 1.898], [-3.568, -3.118, 3.291], [-7.814, -0.493, 5.236], [-7.626, -2.081, 5.985], [-7.433, -0.105, 7.576], [-6.056, -1.206, 7.625], [-6.243, 1.550, 6.329], [-5.116, 1.011, 7.568], [-3.356, 2.010, 6.072], [3.616, 2.717, 3.737], [2.627, -3.016, 3.307], [3.285, -2.986, 4.938], [1.673, 6.104, 0.858], [1.163, 6.112, 2.159], [0.055, 5.322, 2.474], [-0.478, 4.493, 1.498], [-1.865, 3.339, 1.955], [-3.070, 3.993, 1.462], [-1.511, 2.076, 1.315], [-0.046, 4.533, 0.180], [1.061, 5.330, -0.140], [2.545, 6.714, 0.625], [1.614, 6.732, 2.938], [-0.402, 5.355, 3.465], [-0.574, 3.954, -0.581], [1.451, 5.362, -1.161]],
  "e_homo_ev": -6.134,
  "e_lumo_ev": -1.3,
  "energy_ha": -1937.20473,
  "max_force_ev_per_a": 1.94,
  "homo_lumo_gap_ev": 4.8002
}



No. 2
{
  "formula": "C28H52InP2",
  "method": "ωB97M-V with the def2-TZVPD basis set",
  "species": ["In", "C", "C", "C", "C", "C", "C", "H", "H", "H", "C", "H", "H", "H", "C", "H", "H", "H", "C", "H", "H", "H", "C", "H", "H", "H", "C", "C", "C", "C", "C", "C", "C", "C", "H", "H", "H", "H", "H", "H", "H", "H", "H", "H", "H", "H", "P", "P", "C", "C", "H", "H", "H", "H", "C", "H", "H", "H", "C", "H", "H", "H", "C", "H", "H", "H", "C", "H", "H", "H", "C", "C", "C", "C", "H", "H", "H", "H", "H", "H", "H", "H", "H"],
  "xyz": [[-0.118, 1.836, -2.804], [-0.308, -2.618, 2.597], [1.028, -2.648, 2.115], [0.963, -1.228, 3.918], [-0.352, -1.724, 3.703], [1.809, -1.793, 2.933], [-1.441, -3.432, 2.114], [-1.208, -3.911, 1.156], [-2.346, -2.820, 1.982], [-1.694, -4.233, 2.826], [-1.539, -1.394, 4.516], [-2.344, -2.116, 4.337], [-1.931, -0.392, 4.284], [-1.300, -1.406, 5.589], [1.381, -0.340, 5.022], [0.957, -0.674, 5.981], [1.061, 0.702, 4.866], [2.476, -0.338, 5.117], [3.270, -1.573, 2.848], [3.792, -1.980, 3.728], [3.501, -0.500, 2.818], [3.688, -2.058, 1.960], [1.537, -3.501, 1.016], [1.866, -4.487, 1.387], [2.399, -3.032, 0.522], [0.762, -3.679, 0.258], [-1.733, 1.234, -4.056], [-2.178, -0.163, -3.634], [-1.378, -1.233, -4.376], [0.145, -1.205, -4.144], [0.870, 0.026, -3.573], [1.163, 1.134, -4.441], [0.366, 1.339, -5.723], [-1.197, 1.331, -5.522], [-1.554, -1.144, -5.459], [0.584, -1.434, -5.132], [-1.759, -2.232, -4.121], [-1.613, 0.572, -6.202], [-2.541, 1.970, -3.933], [-3.250, -0.280, -3.907], [-1.571, 2.297, -5.894], [0.647, 2.329, -6.120], [2.187, 1.531, -4.453], [0.688, 0.596, -6.491], [0.379, -2.053, -3.472], [1.596, -0.238, -2.798], [-2.488, -0.654, -1.726], [2.768, 2.430, 1.221], [1.046, 3.330, -1.227], [2.331, 3.354, -0.443], [0.151, 3.588, -0.654], [1.161, 4.044, -2.069], [3.160, 3.032, -1.097], [2.538, 4.389, -0.117], [4.416, 3.165, 1.566], [4.908, 2.529, 2.312], [4.277, 4.166, 1.992], [5.028, 3.214, 0.657], [3.360, 0.924, 0.336], [4.267, 1.159, -0.238], [2.579, 0.559, -0.344], [3.595, 0.129, 1.052], [-4.291, -0.964, -1.542], [-4.438, -1.762, -0.802], [-4.753, -1.245, -2.497], [-4.743, -0.039, -1.155], [-1.954, -2.396, -1.535], [-1.322, -2.437, -0.636], [-1.373, -2.786, -2.375], [-2.828, -3.037, -1.364], [-3.077, 1.024, 2.107], [-1.829, 1.928, 2.010], [-1.158, 2.111, 3.378], [-0.882, 1.323, 1.071], [-2.800, -0.023, 2.325], [-3.628, 1.034, 1.154], [-3.750, 1.369, 2.905], [-2.132, 2.923, 1.625], [-0.634, 1.194, 3.680], [-0.412, 2.915, 3.337], [-1.903, 2.357, 4.145], [-0.879, 0.235, 1.009], [-0.070, 1.880, 0.600]],
  "e_homo_ev": [-8.957, -8.868],
  "e_lumo_ev": [-5.2, -5.2],
  "energy_ha": -1970.37629,
  "max_force_ev_per_a": 5.66,
  "relative_energy_kcal_mol": 0.00,
  "homo_lumo_gap_ev": [3.7462, 3.6626],
  "charge": 1
}



No. 3
{
  "formula": "C23H45CrN2OP2",
  "method": "ωB97M-V with the def2-TZVPD basis set",
  "species": ["Cr", "P", "P", "N", "C", "H", "H", "C", "H", "H", "C", "H", "H", "C", "H", "H", "C", "C", "H", "H", "H", "C", "C", "H", "H", "H", "C", "C", "H", "H", "H", "C", "C", "H", "H", "H", "C", "C", "H", "H", "H", "C", "H", "H", "H", "C", "H", "H", "H", "C", "H", "H", "H", "H", "H", "H", "H", "O", "H", "H", "C", "C", "C", "C", "N", "C", "C", "H", "H", "H", "H", "H", "H", "H"],
  "xyz": [[-0.289, 0.030, -0.185], [0.107, 2.035, 1.046], [0.433, -1.267, -2.128], [-1.677, 0.902, -1.200], [-1.418, 2.828, 0.421], [-2.199, 2.814, 1.200], [-1.200, 3.888, 0.242], [-1.950, 2.268, -0.941], [-3.028, 2.513, -1.016], [-1.641, 2.989, -1.798], [-1.688, 0.587, -2.604], [-0.932, 1.239, -3.139], [-2.604, 0.844, -3.189], [-1.197, -0.838, -2.895], [-1.121, -0.891, -3.988], [-1.961, -1.579, -2.625], [0.387, -3.100, -2.223], [-0.203, -3.679, -0.939], [-1.214, -3.322, -0.717], [0.427, -3.461, -0.070], [-0.257, -4.769, -1.044], [1.722, -0.683, -3.335], [3.163, -0.901, -2.836], [3.837, -0.213, -3.370], [3.520, -1.922, -3.030], [3.265, -0.696, -1.765], [1.526, 3.248, 1.040], [2.726, 2.845, 1.910], [3.560, 3.528, 1.686], [3.069, 1.830, 1.689], [2.527, 2.925, 2.990], [-0.295, 1.761, 2.826], [0.753, 0.959, 3.608], [0.247, 0.240, 4.269], [1.357, 1.606, 4.255], [1.439, 0.380, 2.982], [1.458, -0.353, 0.310], [1.523, -1.232, -4.754], [0.714, -1.964, -4.827], [1.288, -0.416, -5.447], [2.433, -1.709, -5.137], [1.124, 4.701, 1.340], [1.994, 5.265, 1.703], [0.771, 5.198, 0.433], [0.341, 4.782, 2.100], [-0.693, 3.025, 3.588], [-1.074, 2.737, 4.576], [0.160, 3.690, 3.758], [-1.491, 3.586, 3.093], [1.716, -3.782, -2.560], [2.514, -3.499, -1.868], [1.586, -4.867, -2.471], [2.058, -3.592, -3.582], [-0.317, -3.319, -3.045], [-1.189, 1.123, 2.754], [1.565, 0.410, -3.365], [1.872, 3.208, -0.008], [2.538, -0.595, 0.724], [3.145, 2.188, -1.550], [3.135, 2.746, -1.998], [-3.901, -3.399, 3.244], [-2.880, -2.591, 2.507], [-3.347, -1.852, 1.439], [-2.476, -1.071, 0.701], [-1.162, -1.079, 1.061], [-0.639, -1.795, 2.098], [-1.538, -2.558, 2.848], [-4.718, -2.743, 3.567], [-4.341, -4.148, 2.572], [-3.457, -3.895, 4.106], [-4.360, -1.832, 1.099], [-2.842, -0.447, -0.132], [0.432, -1.751, 2.322], [-1.131, -3.110, 3.676]],
  "e_homo_ev": [-9.461, -10.301],
  "e_lumo_ev": [-2.4, -3.2],
  "energy_ha": -2815.01850,
  "multiplicity": 5,
  "max_force_ev_per_a": 6.51,
  "relative_energy_kcal_mol": 2.05,
  "homo_lumo_gap_ev": [7.0844, 7.0577],
  "s2": 6.038,
  "charge": 1
}